#P
Formula: C9H14N2O3S
Source: the OMol25 dataset
Level of theory: ωB97M-V/def2-TZVPD

Element x y z (Å)
C (4.0212, -2.1088, -0.4983)
C (2.8508, -1.7091, 0.4524)
O (2.2875, -2.7950, 1.2247)
C (1.7715, -1.0132, -0.3344)
O (1.2073, -1.9254, -1.0321)
N (1.4451, 0.1575, -0.0971)
C (0.6006, 0.7538, -0.9492)
N (0.5703, 2.1568, -0.7330)
O (0.0577, 0.2355, -1.9152)
H (4.2162, -1.2676, -1.1437)
H (4.8457, -2.3160, 0.1301)
H (3.7001, -2.9235, -1.0616)
H (3.3418, -0.9709, 1.1360)
H (2.3647, -3.5606, 0.6639)
H (0.3936, -1.5611, -1.5599)
H (1.0922, 2.5573, 0.0322)
H (-0.0435, 2.7970, -1.1813)
C (-3.9057, 2.8094, 0.2121)
C (-3.0894, 1.6010, 0.5537)
C (-3.2126, 0.3360, 0.1067)
C (-2.2467, -0.5537, 0.6623)
C (-1.3929, 0.0495, 1.5623)
S (-1.6826, 1.7101, 1.6220)
H (-3.4974, 3.4048, -0.5310)
H (-4.9218, 2.5866, -0.0698)
H (-4.1117, 3.4792, 1.0964)
H (-4.1144, -0.0195, -0.5095)
H (-2.0525, -1.5339, 0.1863)
H (-0.4953, -0.3762, 1.9751)

Values from the calculation:
gap between HOMO and LUMO = 9.236 eV
SMILES = C[C@H](O)/C(O)=N/C(N)=O.Cc1cccs1

Charge distribution, Mulliken scheme, values in e: C -1.38; C 0.15; O -0.53; C 0.43; O -0.53; N -0.46; C 0.74; N -0.33; O -0.72; H 0.37; H 0.39; H 0.36; H 0.28; H 0.35; H 0.43; H 0.23; H 0.22; C -1.23; C 0.65; C -0.54; C -0.47; C -0.35; S -0.19; H 0.29; H 0.37; H 0.32; H 0.29; H 0.37; H 0.50



#Q
Formula: C9H14N2O3S
Source: the OMol25 dataset
Level of theory: ωB97M-V/def2-TZVPD

Element x y z (Å)
C (-2.0143, 0.7588, 2.9185)
C (-0.5147, 0.6743, 2.6934)
O (0.0657, 1.8990, 2.1764)
C (-0.1542, -0.4095, 1.7265)
O (-0.9004, -1.5148, 1.8647)
N (0.8855, -0.3171, 0.9964)
C (1.3938, -1.3746, 0.2256)
N (2.5057, -0.9512, -0.4278)
O (0.9166, -2.4875, 0.1151)
H (-2.4475, 1.3169, 2.0527)
H (-2.4599, -0.1708, 2.8936)
H (-2.1904, 1.0548, 3.9600)
H (0.0819, 0.4861, 3.7559)
H (-0.1637, 1.8747, 1.2395)
H (-0.5428, -2.2966, 1.2186)
H (3.0680, -0.2602, -0.0290)
H (2.9749, -1.7330, -0.8011)
C (1.4465, 0.7365, -3.1931)
C (0.3592, 0.2455, -2.3387)
C (-0.4030, -0.8567, -2.2652)
C (-1.4956, -0.7636, -1.3660)
C (-1.5482, 0.3969, -0.6628)
S (-0.3685, 1.5341, -1.3174)
H (2.3472, 0.8324, -2.7318)
H (1.7210, 0.0596, -3.8921)
H (1.1506, 1.5385, -3.8002)
H (-0.2113, -1.6794, -2.7925)
H (-2.2814, -1.5697, -1.0932)
H (-2.1945, 0.9596, 0.0236)

Values from the calculation:
gap between HOMO and LUMO = 9.408 eV
SMILES = C[C@H](O)/C(O)=N/C(N)=O.Cc1cccs1

Charge distribution, Mulliken scheme, values in e: C -1.25; C 0.51; O -0.54; C 0.03; O -0.57; N -0.23; C 0.63; N -0.32; O -0.71; H 0.21; H 0.38; H 0.37; H 0.28; H 0.26; H 0.42; H 0.26; H 0.25; C -1.74; C 0.72; C -0.89; C -0.66; C -0.16; S -0.14; H 0.40; H 0.52; H 0.42; H 0.62; H 0.29; H 0.63



Stability check: which of them is most stable? #P.



#P
Formula: C5H8O4
Source: the OMol25 dataset
Level of theory: ωB97M-V/def2-TZVPD

Element x y z (Å)
C (-2.5731, -0.9971, -0.2490)
C (-1.6897, -0.0594, -0.0059)
O (-1.9722, 1.2918, 0.0144)
C (-0.2841, -0.4210, 0.2917)
O (-0.0083, -1.5899, 0.2587)
C (0.7836, 0.6134, 0.5876)
O (0.7076, 1.7475, -0.3542)
C (2.1159, -0.1205, 0.4562)
O (2.3434, -0.6824, -0.8051)
H (-2.3800, -2.1006, -0.2725)
H (-3.5758, -0.6326, -0.4559)
H (-1.1564, 1.7750, -0.1699)
H (0.6135, 0.9929, 1.6152)
H (1.1352, 1.3570, -1.1293)
H (2.1820, -0.8944, 1.2512)
H (2.9113, 0.6467, 0.6337)
H (1.5907, -1.3715, -0.8663)

Values from the calculation:
gap between HOMO and LUMO = 9.483 eV
SMILES = C=C(O)C(=O)[C@H](O)CO

Charge distribution, Mulliken scheme, values in e: C -0.82; C 0.44; O -0.60; C 0.52; O -0.65; C 0.10; O -0.59; C -0.66; O -0.56; H 0.30; H 0.30; H 0.46; H 0.33; H 0.37; H 0.30; H 0.37; H 0.39



#Q
Formula: C5H8O4
Source: the OMol25 dataset
Level of theory: ωB97M-V/def2-TZVPD

Element x y z (Å)
C (-0.0326, 2.0349, -0.0310)
O (-0.9227, 0.9563, -0.2604)
C (-0.4056, -0.3111, -0.2109)
C (-1.4914, -1.3593, -0.6327)
C (0.2620, -0.6535, 1.1636)
O (1.6684, -0.4070, 0.9379)
C (1.8580, -0.2471, -0.3000)
O (2.8956, -0.1263, -0.8902)
O (0.7032, -0.3424, -1.0458)
H (0.7641, 1.8373, 0.7440)
H (0.4511, 2.1795, -1.0785)
H (-0.6346, 2.9110, 0.2877)
H (-0.9435, -2.3051, -1.0440)
H (-2.1122, -0.9051, -1.4179)
H (-2.1580, -1.5098, 0.2694)
H (-0.0366, -0.0324, 2.0089)
H (0.1349, -1.7199, 1.4999)

Values from the calculation:
gap between HOMO and LUMO = 11.243 eV
SMILES = CO[C@]1(C)COC(=O)O1

Charge distribution, Mulliken scheme, values in e: C -0.64; O -0.41; C 1.22; C -1.32; C -0.63; O -0.30; C 0.68; O -0.57; O -0.42; H 0.26; H 0.24; H 0.28; H 0.29; H 0.38; H 0.32; H 0.31; H 0.32



Stability check: which of them is most stable? #Q.



#P
Formula: C6H9NO2S
Source: the OMol25 dataset
Level of theory: ωB97M-V/def2-TZVPD

Element x y z (Å)
C (3.3367, 1.7871, 0.1304)
C (4.3842, 0.9562, 0.1372)
C (2.1922, -0.0499, 0.0601)
C (-1.0855, -0.4310, -1.2603)
C (-1.6826, -1.0426, 1.1276)
C (-0.5993, -0.4735, 0.1907)
N (2.0769, 1.1772, 0.1555)
O (4.3280, -1.5168, -0.8688)
O (0.5230, -1.2435, 0.3460)
S (3.8459, -0.7841, 0.2861)
H (3.3517, 2.8633, 0.0814)
H (5.4256, 1.2141, 0.1221)
H (-1.9974, 0.1559, -1.3385)
H (-0.3204, 0.0160, -1.8926)
H (-1.2776, -1.4416, -1.6178)
H (-1.9246, -2.0639, 0.8427)
H (-2.5742, -0.4239, 1.0598)
H (-1.3180, -1.0415, 2.1513)
H (-0.3988, 0.5594, 0.5294)

Values from the calculation:
gap between HOMO and LUMO (spin up / spin down) = 8.428 / 8.432 eV

Charge distribution, Mulliken scheme, values in e: C -0.37; C -0.30; C 0.43; C -1.28; C -1.43; C 0.75; N -0.20; O -0.52; O -0.57; S 0.37; H 0.40; H 0.40; H 0.35; H 0.31; H 0.33; H 0.35; H 0.38; H 0.34; H 0.23



#Q
Formula: C6H9NO2S
Source: the OMol25 dataset
Level of theory: ωB97M-V/def2-TZVPD

Element x y z (Å)
C (3.4877, 1.3102, -0.1889)
C (3.0039, 0.0668, -0.4646)
C (1.6648, -0.2479, -0.4086)
C (0.4912, -0.4893, -0.3828)
N (-0.9058, -0.7762, -0.2893)
C (-1.5940, -1.9131, -0.8890)
S (-1.7645, 0.6813, -0.0596)
C (-1.5236, 0.8516, 1.7235)
O (-1.0228, 1.6905, -0.7083)
O (-3.0840, 0.2858, -0.3909)
H (4.5990, 1.4681, -0.2209)
H (2.7650, 1.8220, 0.2809)
H (3.5867, -0.7878, -0.9788)
H (-0.8923, -2.7070, -0.8067)
H (-2.5866, -2.1213, -0.3636)
H (-1.8260, -1.7192, -1.9841)
H (-2.4363, 1.1011, 2.2693)
H (-1.1655, -0.1107, 1.9032)
H (-0.7968, 1.5951, 1.9593)

Values from the calculation:
gap between HOMO and LUMO = 9.123 eV
SMILES = C=CC#CN(C)S(C)(=O)=O

Charge distribution, Mulliken scheme, values in e: C -0.75; C -1.04; C -0.14; C 1.09; N -0.05; C -0.86; S 1.16; C -0.91; O -0.59; O -0.64; H 0.27; H 0.33; H 0.21; H 0.38; H 0.25; H 0.28; H 0.38; H 0.34; H 0.31



Stability check: which of them is most stable? #Q.



#P
Formula: C6H16N2
Source: the OMol25 dataset
Level of theory: ωB97M-V/def2-TZVPD

Element x y z (Å)
C (-0.6361, -0.8572, -0.2484)
N (0.7760, -1.2078, -0.0032)
C (1.1792, -1.2551, 1.4136)
C (1.3162, -2.4706, -0.5719)
C (-0.4657, 0.7245, -0.5348)
C (-1.2740, 1.2159, -1.7019)
N (-0.9464, 1.3300, 0.7541)
C (-0.1738, 2.4853, 1.0627)
H (-1.3490, -1.0622, 0.6193)
H (-1.0910, -1.2960, -1.1863)
H (0.5814, -0.4327, 1.9995)
H (0.8680, -2.2297, 1.9406)
H (2.2750, -0.9687, 1.5179)
H (2.4083, -2.4195, -0.4790)
H (1.0760, -3.4662, -0.0549)
H (1.0585, -2.6805, -1.7075)
H (0.6125, 0.9446, -0.7683)
H (-1.0246, 0.6179, -2.6291)
H (-2.3681, 1.0024, -1.5749)
H (-1.1416, 2.2222, -2.1064)
H (-1.9241, 1.5801, 0.6828)
H (-0.4743, 3.4121, 0.6012)
H (0.8520, 2.1697, 0.7836)
H (-0.1343, 2.6413, 2.1912)

Values from the calculation:
gap between HOMO and LUMO (spin up / spin down) = 2.361 / 8.719 eV
total charge = -1
multiplicity = 2
⟨S²⟩ = 0.750

Charge distribution, Mulliken scheme, values in e: C -1.92; N 0.66; C -1.33; C -1.47; C 1.40; C -3.81; N -0.38; C -1.81; H 0.53; H 0.58; H 0.21; H 0.40; H 0.40; H 0.29; H 0.45; H 0.33; H 0.59; H 0.73; H 0.70; H 0.76; H 0.46; H 0.60; H 0.28; H 0.38



#Q
Formula: C6H16N2
Source: the OMol25 dataset
Level of theory: ωB97M-V/def2-TZVPD

Element x y z (Å)
N (1.9564, -1.8977, 0.9407)
C (1.1617, -0.7206, 1.2694)
C (0.6206, -0.7658, 2.7096)
C (0.0443, -0.5040, 0.2588)
N (-0.4296, 0.8679, 0.3339)
C (-1.5227, 1.2367, -0.5600)
C (-1.1957, 1.5803, -2.0043)
C (-0.9190, 0.4073, -2.9502)
H (2.9256, -1.6705, 0.7557)
H (1.8544, -2.6277, 1.6266)
H (1.8169, 0.1486, 1.2456)
H (-0.2388, -1.4257, 2.8256)
H (0.3413, 0.2502, 2.9899)
H (1.4306, -1.0449, 3.3819)
H (-0.8014, -1.1598, 0.4937)
H (0.3774, -0.8289, -0.7290)
H (0.3553, 1.5018, 0.2222)
H (-2.0817, 2.0378, -0.0770)
H (-2.2253, 0.3915, -0.5438)
H (-2.0680, 2.1384, -2.3631)
H (-0.3908, 2.3166, -2.0527)
H (-1.6291, 0.4100, -3.7724)
H (0.0676, 0.4659, -3.4137)
H (-0.9836, -0.5556, -2.4389)

Values from the calculation:
gap between HOMO and LUMO (spin up / spin down) = 2.444 / 8.866 eV
total charge = -1
multiplicity = 2
⟨S²⟩ = 0.750

Charge distribution, Mulliken scheme, values in e: N -0.03; C -0.67; C -2.19; C -0.88; N 0.23; C -1.54; C -0.44; C -1.38; H 0.86; H 0.54; H -0.92; H 0.34; H 0.81; H 0.83; H 0.13; H 0.02; H 0.58; H 0.48; H 0.33; H 0.38; H 0.39; H 0.44; H 0.37; H 0.33



Stability check: which of them is most stable? #Q.